Molecular formula: C4H11N3
Method: DFT, ωB97M-V with the def2-TZVPD basis set

Last column: natural (NBO) charge in e.
Atoms and positions in Å:
C -1.49883 0.72382 -0.10894  -0.6593
C -0.75188 -0.55045 0.15504  0.2110
C -1.35130 -1.71314 0.41507  -0.5243
H 0.86132 -0.29078 3.25621  -0.0112
H -2.55787 0.58811 0.09199  0.2282
H -1.38422 1.03088 -1.14781  0.2197
H -1.12135 1.52840 0.51024  0.2283
H -0.78988 -2.61656 0.57753  0.1936
H -2.40669 -1.75607 0.61046  0.2068
C 1.29045 0.61203 -0.65939  0.5692
N 1.35921 0.48243 -2.01436  -0.8235
N 0.64025 -0.46194 0.02476  -0.6794
N 1.80713 1.61345 -0.09005  -0.7105
H 1.71161 1.26700 -2.53506  0.4031
H 0.72531 -0.13842 -2.48675  0.3910
H 1.11554 -1.34984 -0.04745  0.3957
H 0.60441 -0.55754 2.52752  0.0067
H 1.74680 1.58862 0.92100  0.3550

Properties
Spin multiplicity: 1
Charge: 0
M in g mol⁻¹: 101.15
Energy above the lowest of the compared OMol25 structures with the same formula, charge and spin in kJ/mol: 213.3
Energy in eV: -8795.4085
E_LUMO in eV: 0.901
Frontier orbital gap in eV: 9.311